1:
Below is C3H9NS in the gas phase, with properties calculated with ωB97M-V/def2-TZVPD.

Element x y z (Å)
C (0.488, 1.521, -0.429)
C (0.692, 0.276, 0.503)
S (2.054, -0.844, -0.118)
C (-0.644, -0.529, 0.672)
N (-1.151, -0.999, -0.635)
H (0.318, 1.044, -1.398)
H (-0.239, 2.216, -0.024)
H (1.461, 1.953, -0.404)
H (1.019, 0.559, 1.493)
H (1.228, -1.579, -0.954)
H (-0.319, -1.341, 1.322)
H (-1.348, 0.108, 1.211)
H (-2.001, -0.461, -0.777)
H (-1.558, -1.923, -0.463)

Computed properties:
Gap between HOMO and LUMO   9.75 eV
SMILES string   C[C@H](S)CN
Net charge   0
Molar mass   91.2 g/mol
Lowest unoccupied orbital energy   0.91 eV

---

2:
Below is 2 unconnected molecules or ions with the total composition C3H9NS, with properties calculated with ωB97M-V/def2-TZVPD.

Element x y z (Å)
C (2.754, -0.719, 0.263)
N (2.116, 0.125, -0.423)
H (3.796, -0.584, 0.542)
H (2.230, -1.595, 0.630)
H (2.702, 0.909, -0.686)
C (-2.184, -0.501, -0.336)
C (-1.215, 0.682, -0.358)
S (-1.080, 1.642, 1.203)
H (-1.676, -1.449, -0.483)
H (-3.026, -0.399, -1.019)
H (-2.685, -0.574, 0.633)
H (-1.446, 1.293, -1.226)
H (-0.188, 0.337, -0.429)
H (-0.099, 0.834, 1.688)

Computed properties:
Gap between HOMO and LUMO   9.61 eV
SMILES string   C=N.CCS
Net charge   0
Molar mass   91.2 g/mol
Lowest unoccupied orbital energy   0.89 eV

---

Energies relative to the minimum, kcal/mol: 1 0.0; 2 19.0

---

1:
Below is C3H9NS in the gas phase, with properties calculated with ωB97M-V/def2-TZVPD.

Element x y z (Å)
C (-0.500, -0.461, 2.085)
N (-0.074, 0.323, 0.898)
C (-0.487, -0.175, -0.437)
C (0.215, 0.474, -1.627)
S (1.894, 0.727, -1.224)
H (-0.290, 0.104, 3.003)
H (-0.070, -1.485, 2.318)
H (-1.645, -0.652, 2.033)
H (0.798, 0.844, 0.880)
H (-0.346, -1.322, -0.546)
H (-1.578, -0.054, -0.506)
H (0.164, -0.185, -2.490)
H (-0.327, 1.353, -1.923)
H (2.247, 0.508, -2.463)

Computed properties:
Gap between HOMO and LUMO   9.32 eV
SMILES string   CNCCS
Net charge   0
Molar mass   91.2 g/mol
Lowest unoccupied orbital energy   0.93 eV

---

2:
Below is 2 unconnected molecules or ions with the total composition C3H9NS, with properties calculated with ωB97M-V/def2-TZVPD.

Element x y z (Å)
C (-2.935, 1.896, 0.282)
N (-2.473, 0.689, 0.388)
H (-3.263, 2.458, 1.285)
H (-3.053, 2.413, -0.700)
H (-2.050, 0.481, 1.356)
C (0.516, -1.954, 0.431)
C (1.439, -0.770, 0.629)
S (1.655, 0.191, -0.931)
H (-0.488, -1.637, 0.126)
H (1.035, -2.664, -0.197)
H (0.399, -2.502, 1.400)
H (1.071, -0.017, 1.400)
H (2.406, -1.079, 1.096)
H (0.659, -0.360, -1.640)

Computed properties:
Gap between HOMO and LUMO   9.78 eV
SMILES string   C=N.CCS
Net charge   0
Molar mass   91.2 g/mol
Lowest unoccupied orbital energy   0.96 eV

---

3:
Below is 2 unconnected molecules or ions with the total composition C3H9NS, with properties calculated with ωB97M-V/def2-TZVPD.

Element x y z (Å)
C (2.556, -0.026, -0.517)
N (2.464, -0.659, 0.630)
H (3.301, 0.753, -0.693)
H (1.748, -0.099, -1.249)
H (3.353, -0.853, 1.071)
C (-1.214, -0.659, -0.373)
C (-2.132, 0.440, 0.152)
S (-1.453, 1.425, 1.504)
H (-0.837, -1.299, 0.517)
H (-0.324, -0.508, -1.051)
H (-1.923, -1.292, -1.034)
H (-3.078, 0.007, 0.561)
H (-2.265, 1.143, -0.696)
H (-0.197, 1.627, 1.180)

Computed properties:
Gap between HOMO and LUMO   9.57 eV
SMILES string   C=N.CCS
Net charge   0
Molar mass   91.2 g/mol
Lowest unoccupied orbital energy   0.79 eV

---

Energies relative to the minimum, kcal/mol: 1 0.0; 2 14.0; 3 19.8

---

1:
Below is 2 unconnected molecules or ions with the total composition C3H6O3, with properties calculated with ωB97M-V/def2-TZVPD.

Element x y z (Å)
C (-1.157, 1.479, 0.932)
C (0.225, 0.947, 1.121)
O (0.495, -0.224, 1.242)
H (-1.284, 2.201, 1.743)
H (-1.132, 2.127, 0.055)
H (-1.922, 0.717, 0.936)
H (1.049, 1.675, 1.283)
O (1.214, -2.927, -0.960)
C (0.651, -2.139, -1.661)
O (0.817, -0.806, -1.593)
H (-0.098, -2.426, -2.406)
H (1.142, -0.623, -0.694)

Computed properties:
Gap between HOMO and LUMO   11.26 eV
SMILES string   CC=O.O=CO
Net charge   0
Molar mass   90.1 g/mol
Lowest unoccupied orbital energy   0.83 eV

---

2:
Below is C3H6O3 in the gas phase, with properties calculated with ωB97M-V/def2-TZVPD.

Element x y z (Å)
O (1.676, 1.409, -0.219)
C (1.102, 0.647, 0.526)
C (0.413, -0.594, -0.019)
O (0.648, -0.689, -1.399)
C (-1.092, -0.452, 0.252)
O (-1.503, 0.903, 0.264)
H (1.047, 0.829, 1.614)
H (0.806, -1.481, 0.508)
H (1.237, 0.053, -1.622)
H (-1.616, -1.031, -0.518)
H (-1.357, -0.857, 1.232)
H (-1.361, 1.264, -0.620)

Computed properties:
Gap between HOMO and LUMO   11.20 eV
SMILES string   O=C[C@H](O)CO
Net charge   0
Molar mass   90.1 g/mol
Lowest unoccupied orbital energy   0.82 eV

---

Energies relative to the minimum, kcal/mol: 1 0.0; 2 7.7

---

1:
Below is C3H6O3 in the gas phase, with properties calculated with ωB97M-V/def2-TZVPD.

Element x y z (Å)
C (0.354, 0.934, -0.962)
C (-0.560, -0.699, 1.678)
C (-0.161, -0.505, -0.647)
O (0.332, -0.978, 0.601)
O (1.624, 1.218, -1.001)
O (-1.371, -0.662, -0.993)
H (1.833, 1.953, -1.600)
H (-0.314, 1.553, -1.570)
H (0.594, -0.931, -1.398)
H (-0.117, -1.141, 2.569)
H (-0.668, 0.385, 1.829)
H (-1.547, -1.127, 1.496)

Computed properties:
Gap between HOMO and LUMO (spin up / spin down)   7.38 / 7.37 eV
Net charge   0
Molar mass   90.1 g/mol
Lowest unoccupied orbital energy (spin up / spin down)   -1.17 / -1.17 eV

---

2:
Below is C3H6O3 in the gas phase, with properties calculated with ωB97M-V/def2-TZVPD.

Element x y z (Å)
O (0.951, 0.016, -1.789)
C (0.849, 0.366, -0.454)
C (-0.500, 0.739, 0.048)
O (-0.563, 1.764, 1.015)
C (0.159, -0.581, 0.435)
O (-0.164, -1.808, -0.142)
H (0.629, -0.910, -1.811)
H (1.711, 0.927, -0.058)
H (-1.291, 0.652, -0.713)
H (-1.257, 1.581, 1.685)
H (0.477, -0.608, 1.493)
H (-1.002, -2.138, 0.290)

Computed properties:
Gap between HOMO and LUMO   9.88 eV
SMILES string   O[C@H]1[C@H](O)[C@H]1O
Net charge   0
Molar mass   90.1 g/mol
Lowest unoccupied orbital energy   0.50 eV

---

3:
Below is C3H6O3 in the gas phase, with properties calculated with ωB97M-V/def2-TZVPD.

Element x y z (Å)
C (0.547, 0.011, -1.471)
C (0.244, -0.128, -0.020)
O (1.217, 0.323, 0.876)
O (-0.423, -1.227, 0.439)
C (-1.162, -0.023, 0.518)
O (-1.351, 0.496, 1.736)
H (1.626, -0.345, -1.735)
H (0.581, 1.026, -1.816)
H (0.036, -0.717, -2.135)
H (1.398, -0.295, 1.591)
H (-2.106, -0.132, -0.066)
H (-0.606, 1.011, 2.082)

Computed properties:
Gap between HOMO and LUMO   10.56 eV
SMILES string   C[C@]1(O)O[C@H]1O
Net charge   0
Molar mass   90.1 g/mol
Lowest unoccupied orbital energy   0.79 eV

---

4:
Below is C3H6O3 in the gas phase, with properties calculated with ωB97M-V/def2-TZVPD.

Element x y z (Å)
O (1.522, 1.494, 0.114)
C (1.027, 0.581, 0.738)
C (0.398, -0.615, 0.017)
O (0.661, -0.505, -1.358)
C (-1.123, -0.421, 0.238)
O (-1.425, 0.857, -0.339)
H (1.019, 0.580, 1.844)
H (0.875, -1.523, 0.433)
H (1.252, 0.264, -1.448)
H (-1.878, -0.958, -0.346)
H (-1.302, -0.462, 1.324)
H (-1.026, 0.708, -1.217)

Computed properties:
Gap between HOMO and LUMO   11.12 eV
SMILES string   O=C[C@H](O)CO
Net charge   0
Molar mass   90.1 g/mol
Lowest unoccupied orbital energy   0.75 eV

---

Energies relative to the minimum, kcal/mol: 1 65.2; 2 13.1; 3 5.7; 4 0.0

---

1:
Below is a molecular structure, C3H6O3, with properties calculated with ωB97M-V/def2-TZVPD.

Element x y z (Å)
C (0.675, 1.129, -1.704)
C (-0.360, -0.137, -0.127)
C (-0.344, -1.000, 1.080)
H (0.185, 0.298, -2.478)
H (1.755, 1.478, -1.881)
H (0.040, 2.014, -1.737)
H (0.171, -1.942, 0.830)
H (-1.465, -1.398, 1.231)
H (1.370, -0.500, 2.186)
O (0.756, 0.502, -0.361)
O (-1.145, -0.213, -1.065)
O (0.154, -0.276, 2.221)

Computed properties:
Gap between HOMO and LUMO   10.40 eV
Net charge   0
Molar mass   90.1 g/mol
Lowest unoccupied orbital energy   0.26 eV

---

2:
Below is 2 unconnected molecules or ions with the total composition C3H6O3, with properties calculated with ωB97M-V/def2-TZVPD.

Element x y z (Å)
C (1.635, 0.713, -0.229)
C (1.172, -0.459, 0.579)
O (1.031, -1.591, 0.135)
H (1.341, 0.575, -1.272)
H (1.182, 1.629, 0.158)
H (2.721, 0.799, -0.155)
H (1.022, -0.253, 1.684)
O (-1.600, 0.880, 0.282)
C (-1.825, -0.310, 0.183)
O (-2.541, -0.821, -0.831)
H (-1.386, -1.107, 0.869)
H (-2.751, -0.055, -1.403)

Computed properties:
Gap between HOMO and LUMO   10.86 eV
SMILES string   CC=O.O=CO
Net charge   0
Molar mass   90.1 g/mol
Lowest unoccupied orbital energy   0.81 eV

---

Energies relative to the minimum, kcal/mol: 1 48.5; 2 0.0

---

1:
Below is 2 unconnected molecules or ions with the total composition C3H6O3, with properties calculated with ωB97M-V/def2-TZVPD.

Element x y z (Å)
C (1.392, 0.000, -0.897)
C (0.235, 0.597, -1.164)
O (-0.808, -0.078, -1.728)
H (1.510, -1.063, -1.090)
H (2.230, 0.553, -0.486)
H (0.074, 1.659, -0.963)
H (-1.603, 0.120, -1.208)
O (-1.740, 0.041, 0.908)
C (-0.733, 0.030, 1.574)
O (0.056, -1.026, 1.761)
H (-0.342, 0.899, 2.116)
H (-0.272, -1.733, 1.177)

Computed properties:
Gap between HOMO and LUMO   10.16 eV
SMILES string   C=CO.O=CO
Net charge   0
Molar mass   90.1 g/mol
Lowest unoccupied orbital energy   0.83 eV

---

2:
Below is C3H6O3 in the gas phase, with properties calculated with ωB97M-V/def2-TZVPD.

Element x y z (Å)
C (-0.684, 0.337, -1.198)
C (0.752, 0.017, -0.815)
O (1.060, 0.511, 0.502)
C (0.350, 0.079, 1.566)
O (0.242, 0.671, 2.626)
O (-0.243, -1.111, 1.369)
H (-0.955, 1.348, -0.877)
H (-0.831, 0.249, -2.277)
H (-1.383, -0.351, -0.712)
H (1.422, 0.550, -1.499)
H (0.986, -1.050, -0.900)
H (-0.716, -1.249, 2.214)

Computed properties:
Gap between HOMO and LUMO   11.67 eV
SMILES string   CCOC(=O)O
Net charge   0
Molar mass   90.1 g/mol
Lowest unoccupied orbital energy   0.71 eV

---

3:
Below is 3 unconnected molecules or ions with the total composition C3H6O3, with properties calculated with ωB97M-V/def2-TZVPD.

Element x y z (Å)
C (1.415, 0.733, -0.256)
C (0.577, -0.466, 0.098)
O (0.848, -1.588, -0.222)
H (0.031, -0.720, 2.022)
H (1.391, 0.925, -1.328)
H (1.030, 1.633, 0.216)
H (2.460, 0.550, -0.016)
C (-1.119, 0.081, -0.174)
O (-1.860, -0.889, -0.717)
O (-1.453, 1.237, -0.190)
H (-2.777, -0.581, -0.824)
H (-0.544, -0.914, 1.391)

Computed properties:
Gap between HOMO and LUMO   9.71 eV
Net charge   0
Molar mass   90.1 g/mol
Lowest unoccupied orbital energy   0.25 eV

---

4:
Below is 2 unconnected molecules or ions with the total composition C3H6O3, with properties calculated with ωB97M-V/def2-TZVPD.

Element x y z (Å)
O (-1.394, 0.168, -2.216)
C (-1.163, 0.853, 0.150)
C (-0.132, -0.076, 0.031)
O (0.081, -0.741, -1.003)
C (0.872, -0.250, 1.185)
O (2.103, -0.723, 0.736)
H (-0.842, -0.411, -2.761)
H (-1.524, 1.196, 1.116)
H (-1.355, 1.430, -0.746)
H (0.381, -0.946, 1.889)
H (1.038, 0.692, 1.716)
H (1.935, -1.194, -0.096)

Computed properties:
Gap between HOMO and LUMO (spin up / spin down)   8.51 / 9.00 eV
Net charge   0
Molar mass   90.1 g/mol
Lowest unoccupied orbital energy (spin up / spin down)   -1.65 / -0.78 eV

---

Energies relative to the minimum, kcal/mol: 1 26.0; 2 0.0; 3 78.2; 4 121.9